C14H21N5OS in the gas phase. Source: the OMol25 dataset; level of theory: ωB97M-V/def2-TZVPD.

```
42
C14H21N5OS, DFT ωB97M-V/def2-TZVPD
C -0.463 -3.555 -0.624
C 0.354 -2.279 -0.786
C 1.855 -2.571 -0.817
C 2.693 -1.325 -1.102
N 2.602 -0.370 -0.026
C 3.654 0.280 0.497
O 4.807 0.108 0.160
C 3.238 1.278 1.578
C 3.072 2.682 1.013
H 4.035 3.079 0.692
H 2.634 3.348 1.756
S 2.066 2.860 -0.513
C 0.523 2.192 -0.119
N -0.555 2.547 -0.810
N -1.514 1.771 -0.308
C -2.812 1.701 -0.655
C -3.564 0.776 0.027
C -2.971 -0.033 1.018
N -1.699 0.066 1.341
C -0.976 0.957 0.692
N 0.312 1.231 0.804
C -3.779 -1.052 1.749
H -4.227 -1.752 1.046
H -4.583 -0.567 2.301
H -3.140 -1.591 2.441
H -4.612 0.664 -0.201
C -3.293 2.611 -1.725
H -2.689 2.472 -2.621
H -3.160 3.646 -1.412
H -4.339 2.428 -1.951
H 4.029 1.320 2.329
H 2.309 0.954 2.046
H 1.678 -0.114 0.299
H 3.750 -1.584 -1.204
H 2.358 -0.863 -2.040
H 2.162 -2.998 0.139
H 2.059 -3.308 -1.597
H 0.121 -1.608 0.042
H 0.066 -1.780 -1.716
H -1.526 -3.326 -0.595
H -0.197 -4.059 0.302
H -0.280 -4.237 -1.451
```

The HOMO-LUMO gap comes out at 8.8 eV. For the HOMO energy, the calculation gives -8.6 eV. For the molar mass, the calculation gives 307.42 g/mol. For the energy relative to the best compared isomer or geometry (same formula, charge and spin), the calculation gives 0.65 kcal/mol. The total energy comes out at -1293.3283 Eh. Its spin multiplicity is 1.

C4H8N2Si in the gas phase. Source: the OMol25 dataset; level of theory: ωB97M-V/def2-TZVPD.

```
15
C4H8N2Si, DFT ωB97M-V/def2-TZVPD
C -2.416 0.169 -0.824
C -1.622 1.387 -0.861
C -0.593 -0.260 0.282
C 0.559 -0.790 1.024
N -1.738 -0.767 -0.100
N -0.422 1.068 -0.244
Si 2.240 -0.771 0.000
H -3.414 -0.030 -0.992
H -1.862 2.384 -1.290
H 0.483 -1.829 1.534
H 2.568 -2.170 -0.536
H 0.264 1.707 0.178
H 3.352 -0.275 0.779
H 1.978 0.430 -0.952
H 0.624 -0.252 2.001
```

The HOMO-LUMO gap comes out at 9.0 eV. For the HOMO energy, the calculation gives -8.1 eV. For the molar mass, the calculation gives 112.21 g/mol. For the energy relative to the best compared isomer or geometry (same formula, charge and spin), the calculation gives 15.21 kcal/mol. The total energy comes out at -556.1675 Eh. Its spin multiplicity is 1.

A molecular structure, C13H29N5O7Pd. Source: the OMol25 dataset; level of theory: ωB97M-V/def2-TZVPD.

```
55
C13H29N5O7Pd, DFT ωB97M-V/def2-TZVPD
O -4.036 2.482 -1.757
H -4.634 3.123 -2.151
Pd -0.222 0.338 -1.245
N 0.213 -1.567 -1.675
N -1.905 -0.496 -0.621
N 1.689 0.938 -1.156
N -0.400 2.086 -0.297
O 1.375 -1.966 -2.070
O 2.756 0.154 -1.414
O -1.520 2.444 0.347
O -2.848 0.157 -0.059
C -1.922 -1.844 -0.757
C -0.743 -2.442 -1.284
C 1.921 2.116 -0.570
C 0.728 2.776 -0.115
C -0.435 -3.899 -1.330
H 0.387 -4.189 -0.655
H -0.155 -4.192 -2.350
H -1.316 -4.478 -1.040
C -3.119 -2.541 -0.235
H -4.038 -2.120 -0.661
H -3.157 -2.410 0.854
H -3.071 -3.604 -0.470
C 3.303 2.629 -0.311
C 0.712 4.091 0.583
H 4.034 2.102 -0.935
H 3.594 2.496 0.745
H 3.366 3.708 -0.520
H -0.250 4.218 1.092
H 0.840 4.910 -0.138
H 1.530 4.162 1.308
H 2.311 -0.717 -1.735
H -2.129 1.623 0.179
C -3.201 1.980 -2.822
H -3.192 0.891 -2.734
H -2.189 2.400 -2.743
H -3.636 2.243 -3.798
O 0.095 0.521 -4.343
H 0.874 1.105 -4.250
H 0.476 -0.378 -4.211
C 1.970 -1.955 4.055
N 1.477 -1.509 2.762
C 2.073 -2.076 1.575
C 0.472 -0.623 2.584
C -0.173 0.015 3.781
O 0.114 -0.356 1.426
H 2.752 -2.689 3.858
H 1.180 -2.428 4.654
H 2.397 -1.128 4.639
H 1.351 -2.677 1.000
H 2.454 -1.299 0.896
H 2.896 -2.710 1.914
H 0.034 1.091 3.759
H -1.255 -0.126 3.700
H 0.168 -0.381 4.741
```

The HOMO-LUMO gap (spin up / spin down) comes out at 5.2 / 7.8 eV. For the HOMO energy (spin up / spin down), the calculation gives -5.4 / -8.4 eV. For the molar mass, the calculation gives 473.82 g/mol. For the energy relative to the best compared isomer or geometry (same formula, charge and spin), the calculation gives 0.00 kcal/mol. The total energy comes out at -1440.8417 Eh. Its spin multiplicity is 3.

11 unconnected molecules or ions with the total composition H22O11. Source: the OMol25 dataset; level of theory: ωB97M-V/def2-TZVPD.

```
33
H22O11, DFT ωB97M-V/def2-TZVPD
H 0.014 -0.086 -1.218
H 1.438 0.441 -1.163
H -2.161 2.573 0.815
H -3.198 1.807 1.621
H 1.282 -3.294 0.829
H 0.274 -2.314 1.406
H 0.017 -1.344 -2.693
H 1.512 -1.167 -2.487
H 3.091 0.452 1.711
H 3.027 1.380 2.913
H -1.416 -2.284 -1.331
H -0.136 -3.051 -1.043
H -0.087 0.561 3.738
H 0.462 0.403 2.329
H -3.620 -1.931 0.145
H -3.829 -3.264 0.845
H 3.973 -2.179 -0.741
H 3.505 -1.510 -2.023
H -1.197 3.995 -2.209
H -2.622 3.846 -2.716
H 0.299 3.605 1.238
H -0.803 3.838 0.218
O 0.740 0.079 -0.606
O -2.725 1.792 0.781
O 0.339 -3.095 0.845
O 0.718 -0.684 -2.741
O 3.094 1.385 1.951
O -0.701 -2.759 -1.768
O 0.244 -0.101 3.121
O -3.332 -2.442 0.910
O 4.216 -2.053 -1.665
O -2.072 3.697 -1.939
O -0.500 4.123 1.087
```

The HOMO-LUMO gap comes out at 10.3 eV. For the HOMO energy, the calculation gives -10.3 eV. For the molar mass, the calculation gives 198.16 g/mol. For the energy relative to the best compared isomer or geometry (same formula, charge and spin), the calculation gives 61.94 kcal/mol. The total energy comes out at -840.7814 Eh. Its spin multiplicity is 1.